Record 1
An isolated molecule of C3H3N5 at a distorted geometry, computed with ωB97M-V/def2-TZVPD.

Summary:
* HOMO level: -0.340 Eh
* relative energy (zero: lowest compared OMol25 entry of this formula, charge and spin): 79.3 kcal/mol
* SMILES: c1n[nH]c2n[nH]nc12
* total charge: 0

```
11
Properties=species:S:1:pos:R:3:forces:R:3:nbo_charge:R:1
C -1.27871 1.09175 -0.09004 -0.978 2.810 -0.176 -0.043
N -2.15239 0.06895 -0.13686 3.316 0.081 1.014 -0.196
N -1.28501 -1.03870 -0.02884 -0.254 -4.730 2.465 -0.403
C 0.01839 -0.65103 0.24580 0.554 0.086 -3.989 0.170
N 1.23790 -1.18821 -0.21202 -0.947 0.754 2.546 -0.213
N 1.97804 -0.12755 -0.09030 0.102 2.953 0.023 -0.109
N 1.50563 1.17198 0.08738 -3.999 -4.639 -1.097 -0.231
C 0.10035 0.72672 0.07692 1.107 0.969 1.846 -0.024
H -1.57664 2.20640 -0.18838 -0.049 -2.345 0.011 0.223
H -1.50668 -2.13958 0.50369 -0.153 4.827 -2.403 0.424
H 2.95912 -0.12073 -0.16734 1.300 -0.766 -0.242 0.402
```
Positions in Å, forces in eV/Å.

***

Record 2
An isolated molecule of C3H3N5 at a distorted geometry, computed with ωB97M-V/def2-TZVPD.

Summary:
* HOMO level: -0.360 Eh
* relative energy (zero: lowest compared OMol25 entry of this formula, charge and spin): 64.6 kcal/mol
* SMILES: [H]/N=c1/nccnnn1
* total charge: 0

```
11
Properties=species:S:1:pos:R:3:forces:R:3:nbo_charge:R:1
H 2.45381 -0.81873 0.97070 0.234 -0.959 0.169 0.362
N 2.02033 0.05298 0.75906 -0.603 0.910 -1.526 -0.616
C 1.24307 0.00067 -0.23312 -1.685 -0.374 0.634 0.474
N 0.50861 1.13561 -0.72646 -1.495 -1.019 0.618 -0.357
C -0.77923 1.12844 -0.43665 3.034 0.125 -1.120 0.050
C -1.35300 0.10134 0.42017 -1.003 0.696 0.777 0.016
N -1.00992 -1.13185 0.49262 -0.905 0.119 -0.081 -0.239
N -0.35112 -1.69971 -0.58204 1.028 0.701 0.266 0.049
N 0.74046 -1.26397 -0.96316 0.685 0.969 0.302 -0.165
H -1.33230 1.99404 -0.81613 -0.115 -0.399 0.318 0.217
H -2.14071 0.50119 1.11500 0.823 -0.770 -0.358 0.210
```
Positions in Å, forces in eV/Å.

***

Record 3
An isolated molecule of C3H3N5 at a distorted geometry, computed with ωB97M-V/def2-TZVPD.

Summary:
* HOMO level (alpha / beta): -0.326 / -0.326 Eh
* relative energy (zero: lowest compared OMol25 entry of this formula, charge and spin): 115.6 kcal/mol
* total charge: 0

```
11
Properties=species:S:1:pos:R:3:forces:R:3:nbo_charge:R:1
C -1.44500 1.08077 0.27157 -0.115 0.054 -1.026 0.140
C 1.12696 -0.32247 1.37800 -1.933 1.098 -0.724 0.225
C 1.51635 -1.07635 0.25421 -0.756 0.634 -0.383 -0.163
N -0.98265 0.89631 1.49740 1.889 -0.555 1.742 -0.299
N 0.14686 0.34847 1.47914 1.437 -1.335 0.720 0.011
N 0.94591 -0.89364 -0.90315 -0.597 0.566 -0.598 -0.238
N -1.02755 0.67514 -0.90020 -1.374 0.747 0.098 -0.329
N -0.04272 -0.08434 -1.33691 1.528 -1.753 0.937 -0.171
H -2.34035 1.65181 0.42801 -0.553 0.229 -1.362 0.197
H 2.26012 -1.79553 0.08496 1.280 -0.650 1.083 0.232
H -0.15792 -0.48018 -2.25303 -0.805 0.964 -0.489 0.396
```
Positions in Å, forces in eV/Å.

***

Record 4
A structure of composition C3H3N5O at a distorted geometry, computed with ωB97M-V/def2-TZVPD.

Summary:
* HOMO level: -0.371 Eh
* relative energy (zero: lowest compared OMol25 entry of this formula, charge and spin): 76.5 kcal/mol
* total charge: 0

```
12
Properties=species:S:1:pos:R:3:forces:R:3:nbo_charge:R:1
C -1.29544 -0.49141 0.22111 0.078 0.517 2.335 -0.139
C -0.67574 1.08589 0.03252 -5.818 5.698 -0.906 0.684
C 0.22646 -0.69598 0.02933 0.929 -5.742 1.140 0.374
H -3.30774 -1.02835 0.14060 0.361 -0.231 -0.950 0.402
H -2.25174 -1.58057 -1.21207 -1.218 0.188 0.350 0.388
H -1.33363 -0.33500 1.31512 -0.659 -0.862 -0.100 0.220
N -2.42231 -1.38816 -0.22351 3.278 1.986 0.480 -0.800
N 0.48304 0.52881 -0.30506 4.988 -0.535 -0.902 -0.321
N 1.87756 0.66090 -0.30091 0.186 1.408 0.356 -0.031
N 2.33895 -0.45155 0.04669 -0.639 -1.196 -0.007 0.003
N 1.36862 -1.44935 0.31944 -2.850 3.690 -1.561 -0.284
O -1.01995 2.28106 0.16275 1.364 -4.920 -0.235 -0.495
```
Positions in Å, forces in eV/Å.